Density functional theory data (ωB97M-V/def2-TZVPD) for an isolated molecule of C23H21ClN2O6S.

For the HOMO-LUMO gap, the calculation gives 8.494 eV. For the LUMO energy, the calculation gives 0.3620 eV. As for the energy above the lowest of the compared OMol25 structures with the same formula, charge and spin: 18.7 kcal/mol. Its total energy is -2308.402277 Ha. The calculation puts the HOMO energy at -8.1 eV. The SMILES is COC(=O)c1ccc(Cl)c(NC(=O)CN(c2ccc(OC)cc2)S(=O)(=O)c2ccccc2)c1.

Element x y z (Å)
C (-8.3402, -0.6586, -0.8875)
H (-8.4869, -0.0546, -1.7854)
H (-9.2189, -0.6160, -0.2491)
H (-8.1341, -1.6877, -1.1893)
O (-7.2641, -0.1456, -0.1177)
C (-6.0758, -0.0920, -0.7433)
O (-5.9198, -0.4501, -1.8831)
C (-5.0040, 0.4535, 0.1268)
C (-3.7088, 0.4969, -0.3796)
C (-2.6655, 1.0011, 0.3883)
C (-2.9512, 1.4589, 1.6836)
C (-4.2421, 1.4199, 2.1840)
C (-5.2720, 0.9189, 1.4110)
H (-6.2779, 0.8860, 1.7960)
H (-4.4304, 1.7814, 3.1822)
Cl (-1.6690, 2.0745, 2.6762)
N (-1.3522, 1.0720, -0.0641)
C (-0.8199, 0.5481, -1.1916)
O (-1.4166, -0.0373, -2.0659)
C (0.7024, 0.7757, -1.2616)
N (1.3929, 0.3584, -0.0601)
C (1.7356, -0.9971, 0.1027)
C (2.7478, -1.3914, 0.9692)
C (3.0835, -2.7274, 1.1167)
C (2.4196, -3.7063, 0.3887)
C (1.4003, -3.3122, -0.4773)
C (1.0583, -1.9846, -0.6164)
H (0.2523, -1.7299, -1.2834)
H (0.8759, -4.0714, -1.0349)
O (2.6770, -5.0431, 0.4479)
C (3.6734, -5.4945, 1.3321)
H (3.4382, -5.2361, 2.3696)
H (4.6572, -5.0905, 1.0710)
H (3.6913, -6.5781, 1.2268)
H (3.8712, -2.9827, 1.8076)
H (3.2619, -0.6600, 1.5686)
S (1.9250, 1.6401, 0.8708)
O (2.3816, 1.1931, 2.1475)
O (0.8587, 2.6083, 0.8555)
C (3.2889, 2.3192, -0.0752)
C (3.2722, 3.6616, -0.4003)
C (4.3221, 4.1950, -1.1305)
C (5.3708, 3.3801, -1.5256)
C (5.3743, 2.0331, -1.1968)
C (4.3267, 1.4953, -0.4672)
H (4.3093, 0.4492, -0.2052)
H (6.1920, 1.4013, -1.5083)
H (6.1897, 3.7956, -2.0932)
H (4.3205, 5.2426, -1.3892)
H (2.4389, 4.2652, -0.0768)
H (1.0939, 0.2467, -2.1360)
H (0.8802, 1.8466, -1.3881)
H (-0.7142, 1.5976, 0.5363)
H (-3.5201, 0.1312, -1.3767)

Atom charges from the Löwdin analysis, given in e for atoms 1 to 6: -0.048, 0.097, 0.093, 0.098, -0.048, -0.454